Entry 1:
C6H7NO2S | ωB97M-V/def2-TZVPD

The value obtained for the HOMO-LUMO gap is 10.432 eV. The LUMO energy comes out at 0.69 eV.

```
! wB97M-V def2-TZVPD RIJCOSX def2/J DEFGRID3
* xyz 0 1
C 0.4626 -0.4831 2.5525
C 0.1309 -0.3059 1.4187
C 0.3926 1.7171 0.2562
C 1.4782 1.7359 -0.4426
C -0.3055 0.2887 0.2284
C -0.8363 -0.3645 -2.1067
N 0.0211 -0.3961 -0.9199
O 2.0785 -0.0874 -2.4634
O 2.4564 -0.5637 -0.0165
S 1.7333 0.1032 -1.0719
H 0.4688 -0.6666 3.5793
H -0.1008 2.4364 0.8713
H 2.1455 2.5830 -0.5978
H -1.4580 0.5239 0.3100
H -0.3142 -0.9775 -2.8206
H -1.7904 -0.8211 -1.9713
H -0.9303 0.7443 -2.3241
*
```



Entry 2:
C6H7NO2S2 | ωB97M-V/def2-TZVPD

The value obtained for the HOMO-LUMO gap is 9.709 eV. The LUMO energy comes out at 0.58 eV.

```
! wB97M-V def2-TZVPD RIJCOSX def2/J DEFGRID3
* xyz 0 1
C -1.4666 -1.7658 0.4210
C -0.5495 -2.7478 0.4097
C -0.9579 -0.5406 -0.0677
C 0.3047 -0.6361 -0.5041
C 1.2640 0.3827 -1.1433
C 2.2569 1.5505 0.5694
N 1.3654 1.5242 -0.2843
O -1.6482 1.9501 0.8496
O -3.3125 0.5309 -0.3524
S 0.9968 -2.2346 -0.2792
S -1.9566 0.9264 -0.4783
H -2.4767 -1.8228 0.8652
H -0.6056 -3.6184 0.9208
H 2.0943 -0.3836 -1.3959
H 0.8790 0.7725 -1.9831
H 2.2526 2.4911 1.1546
H -1.4435 2.8355 0.5416
H 3.0035 0.7857 0.7563
*
```



Entry 3:
C6H7NO3 | ωB97M-V/def2-TZVPD

The value obtained for the HOMO-LUMO gap is 10.321 eV. Its SMILES is O=C1O[C@H]2C=C[C@@H]3[C@H]2N13.O. The LUMO energy comes out at 0.60 eV.

```
! wB97M-V def2-TZVPD RIJCOSX def2/J DEFGRID3
* xyz 0 1
O 2.0706 -0.5897 1.4862
C 1.3463 -0.3006 0.5759
O 1.6212 -0.5746 -0.7097
C 0.3790 -0.5462 -1.4676
C -0.2662 -1.8955 -1.2189
C -1.0639 -1.8206 -0.1455
C -1.1863 -0.4052 0.3186
C -0.4799 0.4374 -0.6601
N 0.0790 0.3520 0.6821
H 0.6123 -0.2715 -2.4981
H 0.0401 -2.8028 -1.7370
H -1.5482 -2.6554 0.3588
H -2.0521 -0.0637 0.8833
H -0.8150 1.4025 -1.0379
H -0.3613 3.1912 1.8973
O 0.6109 3.0797 2.0283
H 1.0137 3.4631 1.2441
*
```



Entry 4:
C6H7NO3 | ωB97M-V/def2-TZVPD

The value obtained for the HOMO-LUMO gap is 9.288 eV. Its SMILES is C=C=C[C@H](C(C)=O)[N+](=O)[O-]. The LUMO energy comes out at -0.39 eV.

```
! wB97M-V def2-TZVPD RIJCOSX def2/J DEFGRID3
* xyz 0 1
C -1.6226 -0.6914 -1.6175
C -2.8658 -0.9185 -1.8418
C -0.2262 -0.4298 -1.3963
C 0.9266 0.9746 0.3637
C 0.9780 1.4808 1.7410
C 0.1217 -0.2845 0.1265
N 1.0547 -1.3896 0.4015
O 1.5606 1.5062 -0.5838
O 1.3238 -1.5545 1.5543
O 1.6411 -1.9043 -0.5506
H -3.5627 -0.1262 -2.1106
H -3.3095 -1.8328 -1.5855
H 0.4629 -0.7162 -2.1377
H 1.2415 2.5879 1.6502
H 1.8736 1.0208 2.3941
H 0.0685 1.3880 2.2954
H -0.8845 -0.3443 0.6174
*
```



Entry 5:
C6H7NO3 | ωB97M-V/def2-TZVPD

The value obtained for the HOMO-LUMO gap is 10.266 eV. Its SMILES is C#C[C@H](O)C(=O)CC#N.O. The LUMO energy comes out at -0.24 eV.

```
! wB97M-V def2-TZVPD RIJCOSX def2/J DEFGRID3
* xyz 0 1
O 1.9515 -0.5236 1.6558
C 1.0443 0.1681 0.8525
C 1.2504 1.6238 0.8454
C 1.2798 2.8195 1.0262
C 1.0697 -0.3958 -0.5814
O 1.8440 -1.2835 -0.8324
C -0.1527 -0.1154 -1.4321
C -1.0424 -1.2918 -1.4823
N -1.3457 -2.4156 -1.2280
H 2.5331 -1.0183 1.0561
H 0.0276 -0.0238 1.2420
H 1.2091 3.8372 1.3711
H -0.7263 0.7536 -1.0748
H 0.1724 0.1894 -2.4378
O -3.1561 -0.6440 0.5934
H -3.2130 0.0410 -0.0881
H -2.7456 -1.7208 0.5142
*
```



Entry 6:
C6H7NO3S | ωB97M-V/def2-TZVPD

The value obtained for the HOMO-LUMO gap is 8.589 eV. The LUMO energy comes out at 0.10 eV.

```
! wB97M-V def2-TZVPD RIJCOSX def2/J DEFGRID3
* xyz 0 1
C -1.1612 0.1735 0.3853
C -2.2712 0.4373 1.0700
C -1.3239 0.1967 -1.0663
C -0.2403 -0.0400 -1.8399
C 0.4495 -0.4062 0.4980
C 0.9532 -0.1188 -0.9545
N 1.7941 -1.1670 -1.4942
O -3.2074 0.7861 1.6968
O 0.4286 1.9536 1.8744
O 0.8686 -0.2136 2.9794
S 1.2767 0.5747 1.8640
H -2.3609 0.2338 -1.3723
H -0.1299 -0.0801 -2.8915
H 0.3009 -1.5294 0.6003
H 1.4059 0.7789 -1.0045
H -0.4368 1.7832 2.2485
H 2.4858 -1.3533 -0.7593
H 1.1682 -2.0092 -1.8342
*
```



Entry 7:
C6H7NOS | ωB97M-V/def2-TZVPD

The value obtained for the HOMO-LUMO gap is 9.996 eV. The LUMO energy comes out at 0.67 eV.

```
! wB97M-V def2-TZVPD RIJCOSX def2/J DEFGRID3
* xyz 0 1
C -2.5750 -1.3931 -0.0997
C -3.3050 -0.3184 0.3006
C -0.9632 0.0835 -0.0909
C 0.3729 0.6275 -0.2547
C 1.6427 -0.0864 -0.3594
C 2.8982 0.4778 0.2496
N -1.2652 -1.1507 -0.3096
O 1.0570 0.6187 -1.4361
S -2.3070 1.0746 0.4197
H -2.9509 -2.3858 -0.2605
H -4.3475 -0.2747 0.5401
H 0.5303 2.0351 0.5551
H 1.5921 -1.1681 -0.4602
H 2.9590 1.5440 0.0409
H 3.7769 -0.0138 -0.1636
H 2.8848 0.3299 1.3287
*
```



Entry 8:
C6H7NOS | ωB97M-V/def2-TZVPD

The value obtained for the HOMO-LUMO gap is 7.956 eV. The LUMO energy comes out at 0.48 eV.

```
! wB97M-V def2-TZVPD RIJCOSX def2/J DEFGRID3
* xyz 0 1
C 1.7861 0.9964 0.1371
C 2.3551 -0.2559 0.0628
C 0.3565 -1.6354 0.1364
C -0.5332 -0.6376 0.1524
C 0.4487 1.3111 0.2254
C -2.8770 0.7058 -0.3529
N 1.7240 -1.4251 0.0606
O -0.2782 2.2424 0.3212
S -2.2260 -0.8778 0.2931
H 2.4607 1.8456 0.1818
H 3.4343 -0.3134 0.0062
H 0.0861 -2.6873 0.1662
H -3.9410 0.7079 -0.1424
H -2.6996 0.7481 -1.4268
H -2.3897 1.5339 0.1489
H 2.2932 -2.2587 0.0301
*
```



Entry 9:
C6H7O3S4 | ωB97M-V/def2-TZVPD

The value obtained for the HOMO-LUMO gap is 7.100 eV. Its SMILES is C=C/C(S)=C\C(S)=C(\S)S(=O)(=O)[O-]. The LUMO energy comes out at 2.74 eV.

```
! wB97M-V def2-TZVPD RIJCOSX def2/J DEFGRID3
* xyz -1 1
C 0.8005 0.7257 -1.1626
C 1.4421 -0.4059 0.9275
C 1.6732 0.1184 -0.3914
C -0.5384 0.9313 -0.6491
C 0.7613 0.1568 1.8881
C -1.3616 0.0455 -0.0487
O 0.2712 -2.0264 -0.6999
O -1.6880 -2.3504 0.6743
O -1.8853 -2.0290 -1.7267
S 3.3645 0.0382 -0.9593
S -1.0557 2.6686 -0.9116
S -2.9322 0.2417 0.6218
S -1.1289 -1.7593 -0.5128
H 1.2983 1.3641 -1.9671
H 1.6188 -1.4876 0.9637
H 0.5449 1.2606 1.8843
H 0.5672 -0.2772 2.8734
H 3.3247 1.1430 -1.8755
H -1.8836 2.6670 0.2515
H -3.1932 -1.0252 0.8202
*
```



Entry 10:
C6H7O4S2 | ωB97M-V/def2-TZVPD

The value obtained for the HOMO-LUMO gap is 7.193 eV. Its SMILES is CC1=[S@@]2(=O)[C@@]3(C)C=C([O-])OS132=O. The LUMO energy comes out at 3.41 eV.

```
! wB97M-V def2-TZVPD RIJCOSX def2/J DEFGRID3
* xyz -1 1
C 1.2475 0.3896 2.2538
C 0.7276 1.6210 2.6364
C 0.6377 -0.2016 1.1077
C -0.4164 1.4935 -0.6520
C 0.3850 -1.6892 0.8691
C -1.5098 1.4634 -1.6575
O -0.5736 1.8717 1.9990
O 1.3178 -0.3971 -1.8018
O -2.3045 0.4468 0.8795
O 1.1338 2.4544 3.4316
S 1.2119 0.5212 -0.6300
S -0.8684 0.8878 0.8472
H 2.1560 0.0150 2.7552
H 0.8061 -2.1477 1.7525
H 0.9066 -2.2203 0.1106
H -0.7210 -1.7497 0.7471
H -1.2938 1.0953 -2.6806
H -1.8710 2.5657 -1.9568
H -2.4303 0.9748 -1.1401
*
```



Entry 11:
C6H7P | ωB97M-V/def2-TZVPD

The value obtained for the HOMO-LUMO gap (alpha / beta) is 8.013 / 8.014 eV. Its SMILES is C=C=[PH]1C=CC=C1. The LUMO energy (alpha / beta) comes out at -0.55 / -0.55 eV.

```
! wB97M-V def2-TZVPD RIJCOSX def2/J DEFGRID3
* xyz 0 1
C 0.8906 1.7125 0.9406
C -0.3280 2.3054 0.6262
C 0.9963 0.4247 0.6109
C -1.2300 1.5011 0.0460
C 0.3835 -2.8457 -1.3836
C 0.2249 -2.2000 -0.2545
P -0.5007 -0.3654 -0.0968
H 1.7816 2.0980 1.3765
H -0.7004 3.2328 0.8710
H 1.8271 -0.2167 0.6328
H 0.8743 -3.8989 -1.2655
H 0.1245 -2.6692 -2.4722
H -2.1387 1.9293 -0.2744
H -1.2310 -0.5578 1.1441
*
```



Entry 12:
C6H7PS3 | ωB97M-V/def2-TZVPD

The value obtained for the HOMO-LUMO gap (alpha / beta) is 5.772 / 6.774 eV. The LUMO energy (alpha / beta) comes out at -1.54 / -1.32 eV.

```
! wB97M-V def2-TZVPD RIJCOSX def2/J DEFGRID3
* xyz 0 1
C -2.5623 0.7162 0.2715
C -1.9334 1.1287 -0.8856
C -1.8625 -0.1375 1.1300
C -0.6886 0.6095 -1.2624
C -0.6392 -0.7459 0.7282
C -0.1066 -0.4195 -0.4814
P 1.4638 -1.0618 -1.0615
S 4.5377 1.7190 -0.1807
S 1.7707 -2.7156 0.2158
S 2.6498 1.1826 0.0170
H -3.4099 1.3880 0.4727
H -2.5235 1.9513 -1.3296
H -2.3875 -0.7131 1.9485
H -0.1919 0.7811 -2.1765
H -0.1354 -1.3811 1.4016
H 3.1366 -2.8646 0.0336
H 2.8822 0.5627 1.1586
*
```